ORCA calculation (the ωB97M-V functional and the def2-TZVPD basis) on a structure of composition C14H27AlCaCl3F4MgN5O9P2 in a non-equilibrium geometry.

The geometry in XYZ format:
```
67
Properties=species:S:1:pos:R:3:forces:R:3
N 3.992781 -1.155371 0.537737 -0.443 1.365 -0.609
P 4.682997 -1.546683 1.927498 -1.052 0.099 -1.405
N 4.538709 -3.193166 2.143820 1.082 -0.468 0.467
C 5.053077 -4.060744 1.202091 1.003 0.264 0.820
N 5.727524 -3.608621 0.139945 -0.489 -0.192 0.680
C 6.038975 -4.714110 -0.530702 -0.378 0.408 0.742
N 5.624946 -5.785045 0.117521 0.457 -0.863 -0.473
N 4.963709 -5.420245 1.245114 2.961 1.760 0.125
H 4.703462 -0.684016 -0.002500 0.985 -0.151 -0.131
H 3.999682 -0.973435 2.991511 0.205 -0.351 0.472
H 6.027754 -1.195466 1.949926 0.094 0.046 0.210
H 4.052894 -3.599917 2.928593 -0.120 0.066 0.149
H 6.567851 -4.683123 -1.458508 0.214 -0.480 -0.319
H 5.762525 -6.747392 -0.168784 -0.510 -0.265 0.343
H 4.530832 -6.117480 1.910629 -0.022 -0.305 -0.919
Cl 3.195576 -7.561230 1.067938 -0.021 0.902 0.077
Ca 2.731873 0.011707 -1.238101 -0.742 -0.733 -0.036
C 1.554433 4.747839 -0.687401 -0.974 0.611 -0.407
Cl 1.797716 5.895140 0.598198 0.489 0.008 -0.020
Cl 2.447817 3.208578 -0.407597 0.572 -0.778 0.017
H 0.491395 4.495695 -0.737548 0.047 -0.272 -0.049
H 1.890039 5.174695 -1.623517 0.279 -0.149 -0.013
C -3.886499 4.097740 2.760920 0.264 -0.400 -0.039
C -3.378217 4.942409 1.603186 -0.570 0.483 -0.141
O -1.974458 5.153180 1.576436 0.314 -0.451 0.842
C -1.132341 4.151244 1.014880 -0.761 0.423 -0.603
O -1.484471 3.744166 -0.177366 0.545 -0.436 -0.212
C -0.905198 2.943063 1.977614 -0.046 0.345 0.651
F -0.793882 3.330448 3.260298 0.115 -0.063 -0.042
F 0.282049 2.327302 1.673476 -0.134 -0.027 -0.162
F -1.845044 1.998129 1.938741 0.091 -0.146 -0.256
H -3.360976 4.332359 3.687018 -0.035 0.124 0.005
H -4.955367 4.277830 2.901989 0.017 0.161 -0.060
H -3.767911 3.033954 2.568030 -0.012 -0.035 0.060
H -3.799621 5.941552 1.720777 0.113 0.074 -0.065
H -3.744393 4.569969 0.644692 0.177 -0.151 -0.027
H -0.155548 4.678821 1.047451 -0.146 -0.168 0.330
O -8.989962 4.052995 2.678743 -0.073 0.091 -0.105
P -7.981015 4.425779 3.733475 0.175 -0.328 -0.051
O -7.374525 3.166900 4.307536 -0.208 -0.021 0.354
O -8.682481 5.249254 4.891832 -0.782 -0.251 1.353
O -6.902041 5.271213 3.101599 0.039 0.151 -0.165
C -1.137272 1.748050 -2.387521 0.267 -0.151 -0.447
C -1.463249 0.874415 -3.573899 0.044 -0.013 -0.139
O -0.834185 0.947485 -4.608096 0.051 -0.112 0.210
C -2.609703 -0.098009 -3.413993 0.142 0.010 -0.288
H -0.300268 2.395818 -2.641185 -0.011 0.109 -0.027
H -1.987085 2.371465 -2.117581 0.042 -0.041 0.328
H -0.861537 1.128488 -1.529608 -0.285 0.052 0.225
H -3.531865 0.442979 -3.201235 0.002 -0.049 0.176
H -2.400925 -0.794361 -2.599498 -0.132 0.101 0.141
H -2.736333 -0.660723 -4.335241 -0.006 0.007 -0.050
Mg -9.483382 4.591879 6.410469 0.833 0.344 -1.405
O 2.177853 -1.954819 -3.415422 -0.215 -0.091 1.120
C 1.490958 -2.986945 -3.359882 0.275 0.928 0.031
O 1.978614 -4.138747 -3.759598 -0.109 -0.103 -0.131
C 0.959069 -5.188896 -3.640038 -0.415 -0.001 0.168
C -0.004887 -4.629233 -2.601575 -0.109 -0.137 -0.197
C 0.070957 -3.124679 -2.851025 0.372 -0.396 0.163
H 0.498160 -5.354880 -4.613062 0.156 0.203 -0.108
H 1.435117 -6.111101 -3.322469 0.259 0.111 -0.014
H -1.008618 -5.037900 -2.680237 -0.001 -0.026 -0.110
H 0.382432 -4.838640 -1.610323 -0.143 -0.010 0.030
H -0.630163 -2.772730 -3.610087 0.078 0.105 -0.036
H -0.061776 -2.563754 -1.926466 -0.051 0.158 -0.104
Al 2.728926 -4.839540 0.788863 -5.873 -0.405 -1.724
F 0.981146 -4.366444 0.167784 2.111 -0.491 0.798
```
Positions in Å, forces in eV/Å.

Total charge ... +2
Multiplicity ... 1
Electronic energy ... -5082.78513 Ha
Kohn-Sham gap ... 2.089 eV
Highest occupied orbital energy ... -10.629 eV

---

ORCA calculation (the ωB97M-V functional and the def2-TZVPD basis) on a structure of composition C54H54Ge2MnN5O4S3 in a non-equilibrium geometry.

The geometry in XYZ format:
```
123
Properties=species:S:1:pos:R:3:forces:R:3
Mn 0.060429 0.750286 0.535604 -0.609 0.666 1.055
O -0.180340 -0.993639 1.834007 -0.156 -1.060 0.597
S -0.225512 -2.124411 2.811157 -0.460 0.408 1.104
C -0.303796 -1.400246 4.549243 -0.139 -0.338 -0.441
C -1.650745 -1.028147 5.151125 -0.219 0.064 -0.184
C -2.478256 -0.081513 4.286101 0.042 0.297 0.039
C -1.619685 1.088366 3.806880 -0.013 -0.306 -0.068
S 0.317521 2.824266 1.626418 -0.523 2.353 -0.982
O 0.838919 1.442932 2.105882 1.215 -1.548 2.037
C -2.694059 3.441581 1.270597 0.032 0.037 0.199
C -2.495104 4.542282 2.096094 -0.109 0.045 0.026
C -2.503084 5.824180 1.577915 -0.023 0.066 0.044
C -2.731690 6.021685 0.227316 -0.002 0.190 -0.186
C -2.955564 4.933355 -0.597038 -0.110 0.091 -0.027
C -2.934797 3.650120 -0.080268 -0.039 -0.009 0.144
C -1.896578 -2.819212 2.736529 0.138 -0.114 -0.125
C -2.700609 -2.483134 1.660646 0.416 0.187 0.093
C -3.966039 -3.028818 1.554165 -0.179 -0.151 0.130
C -4.422672 -3.920313 2.512578 0.050 0.105 -0.040
C -3.600682 -4.276541 3.571857 -0.027 -0.120 0.059
C -2.328570 -3.743010 3.679641 0.228 0.037 -0.089
H 0.345530 -0.529597 4.480882 0.176 -0.008 -0.155
H 0.187593 -2.150978 5.168482 0.137 -0.062 -0.031
H -1.449403 -0.547055 6.113837 0.051 -0.043 0.031
H -2.227107 -1.932263 5.355672 0.033 0.086 0.103
H -3.329634 0.284593 4.866793 -0.024 -0.001 -0.027
H -2.867625 -0.617558 3.420372 -0.075 0.066 0.012
H -0.866815 0.702844 3.123083 -0.007 0.171 0.187
H -1.116043 1.551675 4.664735 0.054 -0.089 -0.024
H -2.322118 4.378910 3.146702 0.071 -0.018 0.076
H -2.335156 6.675531 2.227781 0.030 -0.031 0.009
H -2.720213 7.020879 -0.186145 -0.030 0.066 -0.030
H -3.141759 5.086819 -1.650607 0.026 0.008 -0.092
H -3.078266 2.805978 -0.737108 0.013 -0.123 -0.133
H -2.324932 -1.791433 0.921724 -0.034 0.117 -0.159
H -4.588535 -2.765287 0.714572 -0.033 0.031 -0.103
H -5.410800 -4.348854 2.428590 -0.072 -0.020 -0.004
H -3.952172 -4.978731 4.314631 0.010 -0.064 0.044
H -1.674773 -4.045933 4.485139 0.036 -0.033 0.141
C 5.313725 0.092733 0.656827 -0.027 0.011 0.008
C 4.410670 -0.392383 -0.413262 0.071 -0.030 -0.166
N 4.774331 -0.675151 -1.621619 0.843 0.262 0.308
N 3.643157 -1.104033 -2.262526 -0.489 -0.269 0.184
C 2.518547 -1.048861 -1.452257 -1.007 1.129 -0.492
S 1.055515 0.041516 -1.907853 1.085 -0.259 -0.304
N 3.069151 -0.610631 -0.234115 0.052 -0.592 -0.225
N 2.234772 -0.090689 0.756076 0.988 -0.110 0.629
H 6.337164 0.044736 0.294543 0.014 0.031 -0.002
H 5.220996 -0.524865 1.551289 -0.011 -0.004 0.027
H 5.081084 1.128900 0.912072 0.010 -0.011 0.033
H 3.624883 -1.118799 -3.267762 -0.014 -0.031 0.104
H 2.052178 -0.796224 1.477942 0.042 0.223 -0.319
H 2.691203 0.706974 1.209401 -0.285 -0.153 -0.223
O -2.643802 -0.289676 -0.739400 -0.458 -0.336 -0.334
C -2.907747 0.448152 0.213958 -0.689 -0.039 0.027
C -4.369267 0.708280 0.612124 0.263 0.068 0.006
C -4.246558 1.576554 1.844900 0.114 -0.025 0.061
C -2.747538 2.027600 1.850737 -0.356 0.131 -0.179
O -2.315864 2.142482 3.202240 -0.247 0.027 -0.140
N -2.039080 1.083823 0.988029 -0.119 -0.072 0.628
H -4.860382 -0.247224 0.801004 -0.017 -0.011 -0.101
H -4.882924 1.201947 -0.213491 -0.007 -0.050 -0.058
H -4.435395 1.010411 2.757588 0.011 0.044 -0.019
H -4.905665 2.444275 1.832020 0.005 -0.025 0.103
Ge 0.356938 2.685147 -1.136764 0.916 1.804 -0.755
C 2.304677 3.174165 -0.922894 -0.215 -0.404 -0.133
C 3.370671 2.453927 -1.446886 -0.139 -0.109 -0.145
C 4.687442 2.798777 -1.194600 0.320 0.051 -0.024
C 4.974389 3.883371 -0.386327 0.175 -0.033 -0.019
C 3.929124 4.614948 0.155113 0.079 0.189 0.058
C 2.621269 4.267197 -0.120701 -0.170 0.216 0.003
C 0.138102 2.776213 -3.166693 -0.218 -0.575 0.712
C -1.014063 3.361773 -3.668073 -0.046 0.094 0.214
C -1.255229 3.440656 -5.027463 -0.192 0.091 -0.237
C -0.341973 2.914723 -5.925633 -0.094 0.044 -0.131
C 0.811813 2.325070 -5.443625 0.172 -0.002 -0.162
C 1.042473 2.260657 -4.081759 0.222 0.020 -0.065
H -0.131334 4.188028 -0.943170 -0.236 -0.407 0.210
H 3.182458 1.596015 -2.075230 0.021 -0.093 -0.040
H 5.485252 2.202873 -1.620250 0.046 -0.011 -0.045
H 6.001432 4.161183 -0.187842 0.061 0.006 0.045
H 4.139145 5.459745 0.797893 0.002 0.090 0.021
H 1.809417 4.847940 0.296372 0.063 0.055 0.057
H -1.721512 3.768376 -2.961236 -0.219 0.125 0.012
H -2.156887 3.912052 -5.396620 -0.090 0.017 0.015
H -0.526454 2.964062 -6.991428 -0.024 0.012 -0.028
H 1.537716 1.912977 -6.132711 0.048 -0.034 -0.038
H 1.953977 1.800807 -3.736341 0.113 -0.070 -0.014
C -0.118136 -0.537680 -0.806143 -0.354 -2.085 -2.515
Ge -0.393747 -2.430708 -1.400339 0.429 -0.152 -0.026
C -2.022662 -3.607742 -1.439487 0.469 0.626 0.171
C -3.300351 -3.124778 -1.675299 -0.058 0.184 -0.055
C -4.348799 -3.994036 -1.923342 -0.172 0.016 -0.087
C -4.134188 -5.360849 -1.947836 -0.116 -0.106 0.002
C -2.861188 -5.853242 -1.721482 -0.067 -0.205 -0.053
C -1.818288 -4.980574 -1.476367 0.260 -0.020 0.084
C -0.073898 -2.333863 -3.383477 -0.128 -0.130 0.634
C 0.829915 -3.078109 -4.126835 0.033 -0.099 0.275
C 0.957181 -2.883696 -5.493739 0.158 -0.045 -0.195
C 0.168483 -1.949828 -6.140535 0.047 0.012 -0.148
C -0.764978 -1.225897 -5.416771 -0.135 0.104 -0.050
C -0.881896 -1.420729 -4.054258 -0.098 -0.022 0.071
C 0.908125 -3.644264 -0.426284 -0.575 0.409 -0.270
C 2.232075 -3.871573 -0.782410 0.048 -0.054 -0.180
C 3.077140 -4.610478 0.027924 0.159 -0.030 -0.105
C 2.614841 -5.144300 1.219332 -0.017 -0.087 0.114
C 1.290368 -4.958898 1.573154 0.060 -0.175 0.120
C 0.453090 -4.224428 0.752710 -0.066 -0.035 -0.262
H -3.459953 -2.057955 -1.652591 -0.117 0.167 0.002
H -5.338846 -3.601980 -2.115012 -0.080 0.048 -0.003
H -4.950032 -6.040717 -2.153299 -0.067 -0.033 -0.002
H -2.676312 -6.918588 -1.754961 0.008 -0.074 0.021
H -0.824021 -5.373586 -1.317921 0.079 -0.103 0.006
H 1.447114 -3.818400 -3.638621 0.121 -0.110 0.056
H 1.682766 -3.456945 -6.058298 0.018 -0.045 0.006
H 0.284193 -1.782379 -7.203940 -0.020 -0.016 -0.033
H -1.392265 -0.499173 -5.913731 -0.032 0.084 -0.021
H -1.595299 -0.843491 -3.480460 -0.100 0.188 0.003
H 2.611814 -3.459143 -1.703581 0.104 0.010 -0.026
H 4.103925 -4.771063 -0.273040 0.067 0.003 -0.028
H 3.278086 -5.713387 1.856174 0.041 -0.039 0.049
H 0.905746 -5.388516 2.488137 -0.032 -0.032 0.110
H -0.589085 -4.113488 1.017707 -0.107 -0.087 0.036
```
Positions in Å, forces in eV/Å.

Total charge ... -1
Multiplicity ... 6
<S²> ... 9.16
Electronic energy ... -9164.07198 Ha
Kohn-Sham gap (spin up / spin down) ... 5.175 / 5.914 eV
Highest occupied orbital energy (spin up / spin down) ... -3.255 / -4.002 eV
ΔE to the lowest compared entry with this formula, charge and spin ... 413.3 kJ/mol

---

ORCA calculation (the ωB97M-V functional and the def2-TZVPD basis) on the molecule C4H8O.

The geometry in XYZ format:
```
13
Properties=species:S:1:pos:R:3:forces:R:3
C 0.430755 1.214059 0.804849 -0.055 -0.005 0.013
C 0.278354 0.373721 -0.456406 0.113 0.070 -0.063
C 0.667029 -1.078381 -0.329866 0.167 -0.198 0.007
C -0.738137 -0.726869 -0.687670 0.250 0.117 -0.180
O -1.765224 -0.957064 0.228995 0.038 0.137 0.293
H 1.495688 1.462250 0.907792 -0.214 -0.030 0.002
H 0.152277 0.668351 1.713285 -0.072 0.020 -0.216
H -0.112409 2.166670 0.794388 -0.051 -0.216 -0.131
H 0.588159 0.902572 -1.355616 0.035 -0.186 0.082
H 1.305385 -1.529994 -1.080594 -0.103 -0.053 0.083
H 0.813154 -1.427124 0.688857 0.056 0.040 -0.144
H -1.021286 -0.978461 -1.713429 0.020 0.422 0.189
H -2.093745 -0.089730 0.485415 -0.185 -0.118 0.064
```
Positions in Å, forces in eV/Å.

Total charge ... 0
Multiplicity ... 1
Electronic energy ... -232.40271 Ha
Structure (SMILES) ... C[C@H]1C[C@H]1O
Kohn-Sham gap ... 10.832 eV
Highest occupied orbital energy ... -9.830 eV
ΔE to the lowest compared entry with this formula, charge and spin ... 112.7 kJ/mol

---

Look up the total charge of the first one. +2

---

What is the formula in the third record? C4H8O

---

Which of these has the highest multiplicity? C54H54Ge2MnN5O4S3

---

What is the formula in the second record? C54H54Ge2MnN5O4S3